Version P
Computed, not measured: a 3-piece molecular cluster, C3H3NO2 overall, with ωB97M-V/def2-TZVPD.

Last column: natural (NBO) charge in e.
Cartesian coordinates (Å):
C -1.806 0.046 0.180  0.292
O -0.899 0.507 -0.467  -0.521
C 1.539 1.076 -1.266  0.509
O 1.180 1.957 -1.883  -0.501
C 1.458 -1.082 0.811  0.067
N 2.424 -1.380 1.367  -0.324
H 0.577 -0.763 0.290  0.232
H -1.662 -0.289 1.224  0.120
H -2.811 -0.071 -0.255  0.126

The calculation puts the LUMO energy at -0.08 eV. The calculation puts the HOMO-LUMO gap at 11.19 eV. As for the HOMO energy: -0.414 Ha.



Version Q
Computed, not measured: one molecule with the formula C3H3NO2, with ωB97M-V/def2-TZVPD.

Last column: natural (NBO) charge in e.
Cartesian coordinates (Å):
C 1.820 -0.325 -0.087  0.180
C -0.485 0.669 -0.010  -0.173
C 0.462 -0.439 -0.258  -0.220
N 2.925 -0.090 0.020  -0.258
O -1.887 0.300 -0.098  -0.095
O -2.056 -0.949 0.027  -0.182
H -0.501 0.766 1.121  0.240
H -0.268 1.563 -0.625  0.237
H -0.009 -1.493 -0.090  0.271

The calculation puts the LUMO energy (spin up / spin down) at -1.57 / -1.02 eV. The calculation puts the HOMO-LUMO gap (spin up / spin down) at 9.33 / 8.56 eV. As for the HOMO energy (spin up / spin down): -0.401 / -0.352 Ha.



Energy above the most stable structure, in eV: version P 0.000; version Q 4.418



Version P
Computed, not measured: a 2-piece molecular cluster, C2H5NS2 overall, with ωB97M-V/def2-TZVPD.

Last column: natural (NBO) charge in e.
Cartesian coordinates (Å):
C 0.436 1.381 0.212  0.104
C -0.750 -0.265 1.681  -0.311
N -0.086 0.391 0.626  -0.302
S 1.138 -0.354 -2.321  -0.248
S -0.396 -1.665 0.544  -0.152
H 1.169 1.347 -0.566  0.209
H -0.219 -0.403 2.554  0.217
H -1.708 0.148 1.799  0.211
H 0.184 0.561 -2.532  0.134
H 0.232 -1.142 -1.997  0.138

The calculation puts the LUMO energy (spin up / spin down) at -0.38 / -0.38 eV. The calculation puts the HOMO-LUMO gap (spin up / spin down) at 7.82 / 7.82 eV. As for the HOMO energy (spin up / spin down): -0.301 / -0.302 Ha.



Version Q
Computed, not measured: one molecule with the formula C2H5NS2, with ωB97M-V/def2-TZVPD.

Last column: natural (NBO) charge in e.
Cartesian coordinates (Å):
C 0.314 0.213 0.131  -0.508
C -0.579 1.103 0.965  -0.639
N 0.322 -2.094 -1.031  -1.080
S 1.189 0.863 -1.342  -0.093
S -0.286 -0.682 -1.248  0.997
H 1.006 -0.344 0.783  0.253
H -1.460 0.545 1.359  0.227
H -0.859 2.024 0.434  0.236
H 0.155 1.150 1.849  0.230
H 0.197 -2.778 -1.900  0.377

The calculation puts the LUMO energy at 0.28 eV. The calculation puts the HOMO-LUMO gap at 9.10 eV. As for the HOMO energy: -0.324 Ha.



Energy above the most stable structure, in eV: version P 2.285; version Q 0.000



Version P
Computed, not measured: a 8-piece molecular cluster, H16O8 overall, with ωB97M-V/def2-TZVPD.

Last column: natural (NBO) charge in e.
Cartesian coordinates (Å):
O -0.008 -0.682 -0.812  -0.939
H -0.772 -0.142 -0.583  0.476
H 0.158 -1.202 -0.017  0.463
O 4.415 0.542 1.953  -0.945
H 3.478 0.691 1.785  0.469
H 4.861 1.107 1.312  0.477
O -3.955 -3.432 0.778  -0.939
H -3.467 -3.759 0.013  0.467
H -4.315 -4.229 1.184  0.472
O -0.445 3.711 -0.292  -0.930
H 0.384 3.762 0.195  0.468
H -1.033 3.223 0.295  0.462
O 4.931 -2.047 0.001  -0.935
H 4.488 -1.836 0.831  0.481
H 4.217 -2.075 -0.645  0.453
O -4.239 1.698 1.509  -0.942
H -3.283 1.576 1.514  0.459
H -4.526 1.266 0.697  0.482
O -3.936 0.016 -1.457  -0.952
H -4.256 -0.892 -1.407  0.477
H -4.378 0.378 -2.234  0.476
O 3.376 0.469 -1.614  -0.933
H 3.036 -0.432 -1.587  0.463
H 4.296 0.365 -1.881  0.470

The calculation puts the LUMO energy at -0.03 eV. The calculation puts the HOMO-LUMO gap at 11.34 eV. As for the HOMO energy: -0.418 Ha. As for the SMILES: O.O.O.O.O.O.O.O.



Version Q
Computed, not measured: a 8-piece molecular cluster, H16O8 overall, with ωB97M-V/def2-TZVPD.

Last column: natural (NBO) charge in e.
Cartesian coordinates (Å):
O -21.723 8.609 -13.641  -0.943
H -21.332 8.861 -14.477  0.490
H -21.801 7.692 -13.698  0.475
O -22.363 5.080 -9.848  -0.956
H -22.339 4.425 -9.170  0.502
H -22.475 4.638 -10.686  0.497
O -21.251 7.547 -7.785  -0.962
H -20.754 7.692 -8.557  0.463
H -22.144 7.436 -8.029  0.474
O -23.648 7.193 -8.903  -0.957
H -24.459 6.931 -8.381  0.480
H -23.289 6.354 -9.123  0.479
O -19.763 11.166 -12.225  -0.920
H -19.582 10.237 -11.977  0.469
H -19.682 11.014 -13.130  0.460
O -21.972 11.073 -10.379  -0.956
H -21.288 11.232 -11.010  0.466
H -22.027 10.163 -10.558  0.468
O -21.977 8.419 -11.011  -0.979
H -22.531 7.598 -10.905  0.486
H -21.976 8.604 -11.951  0.496
O -20.156 6.433 -10.546  -0.980
H -20.899 5.926 -10.280  0.467
H -20.472 7.330 -10.584  0.478

The calculation puts the LUMO energy at -0.38 eV. The calculation puts the HOMO-LUMO gap at 9.59 eV. As for the HOMO energy: -0.366 Ha. As for the SMILES: O.O.O.O.O.O.O.O.



Energy above the most stable structure, in eV: version P 0.000; version Q 0.134



Version P
Computed, not measured: a 8-piece molecular cluster, H16O8 overall, with ωB97M-V/def2-TZVPD.

Last column: natural (NBO) charge in e.
Cartesian coordinates (Å):
O 0.516 -2.193 -1.615  -0.946
H 1.196 -1.595 -1.292  0.475
H -0.116 -2.309 -0.902  0.471
O 0.501 0.975 -1.609  -0.961
H 0.075 0.501 -2.338  0.486
H 1.056 1.565 -2.136  0.482
O -1.470 0.598 0.392  -0.959
H -0.600 0.709 -0.022  0.487
H -2.049 1.054 -0.222  0.465
O -2.801 4.235 -3.593  -0.930
H -3.628 4.460 -3.151  0.468
H -2.274 3.902 -2.858  0.463
O 4.682 3.800 -2.346  -0.931
H 5.099 4.235 -3.098  0.468
H 3.839 4.264 -2.292  0.463
O 0.165 -2.230 3.245  -0.988
H 0.719 -1.876 3.939  0.503
H 0.365 -2.110 2.321  0.484
O -1.212 -6.217 1.689  -0.928
H -1.098 -6.104 2.642  0.466
H -1.018 -5.317 1.402  0.462
O -0.579 0.079 4.270  -0.951
H -0.132 0.185 3.429  0.469
H -1.234 -0.610 4.143  0.482

The calculation puts the LUMO energy at -0.20 eV. The calculation puts the HOMO-LUMO gap at 10.72 eV. As for the HOMO energy: -0.401 Ha. As for the SMILES: O.O.O.O.O.O.O.O.



Version Q
Computed, not measured: a 8-piece molecular cluster, H16O8 overall, with ωB97M-V/def2-TZVPD.

Last column: natural (NBO) charge in e.
Cartesian coordinates (Å):
O -0.387 2.302 1.482  -0.948
H 0.046 3.015 1.952  0.470
H -0.094 2.401 0.576  0.479
O 2.340 0.850 -2.231  -0.978
H 1.412 0.763 -2.450  0.506
H 2.797 0.398 -2.940  0.474
O 1.694 -1.712 2.475  -0.969
H 0.926 -2.085 2.042  0.486
H 1.475 -1.727 3.407  0.474
O -0.193 -3.093 0.763  -0.950
H 0.745 -3.187 0.596  0.470
H -0.571 -2.894 -0.093  0.491
O -0.601 -0.162 -0.644  -0.993
H 0.187 -0.163 -0.100  0.514
H -1.305 0.088 -0.045  0.485
O 1.859 0.526 0.469  -0.984
H 2.373 0.021 1.099  0.490
H 2.363 0.479 -0.344  0.498
O -0.363 0.317 -3.081  -0.986
H -1.055 0.479 -3.723  0.470
H -0.803 0.376 -2.233  0.501
O -4.148 0.699 0.801  -0.944
H -3.643 1.299 1.351  0.474
H -5.050 1.010 0.872  0.470

The calculation puts the LUMO energy at 0.61 eV. The calculation puts the HOMO-LUMO gap at 11.67 eV. As for the HOMO energy: -0.406 Ha. As for the SMILES: O.O.O.O.O.O.O.O.



Energy above the most stable structure, in eV: version P 1.284; version Q 0.000